1.
Below is 2 unconnected molecules or ions with the total composition C5H9N3 at a distorted geometry, with properties calculated with ωB97M-V/def2-TZVPD.

Last column: Löwdin charge in e.
Element x y z (Å)
C (2.88653, -0.68946, -0.06572)  -0.09
C (1.68683, 0.19753, 0.04596)  -0.56
C (-0.31793, -0.25246, -0.65869)  -0.25
C (-2.19751, -0.17392, 0.87274)  -0.18
C (-2.82931, 0.44590, -0.31130)  -0.15
H (2.82356, -1.72327, -0.40494)  0.02
H (3.85049, -0.05886, -0.72850)  0.14
H (3.91315, -0.94132, 1.09414)  0.20
H (0.51415, 1.80567, 0.44138)  0.15
H (0.09336, -0.09236, -1.82412)  0.19
H (-1.28555, 0.13892, 1.53161)  0.12
H (-2.94197, -0.94617, 1.37862)  0.13
H (-2.51287, 1.44039, -0.56826)  0.07
H (-3.98550, 0.39810, -0.58066)  0.14
N (1.63778, 1.53666, 0.00368)  0.08
N (0.42156, -0.37916, 0.31327)  0.03
N (-1.75676, -0.70617, -0.53919)  -0.03

Computed properties:
- electronic energy (Eh) = -359.91862
- gap between HOMO and LUMO (eV) = 9.8
- net charge = 0

2.
Below is C5H9N3 in the gas phase at a distorted geometry, with properties calculated with ωB97M-V/def2-TZVPD.

Last column: Löwdin charge in e.
Element x y z (Å)
H (-2.99165, 0.23415, 0.06467)  0.00
N (-2.56716, -0.67302, -0.20148)  0.03
C (-1.17101, -0.63703, -0.10254)  -0.34
N (-0.38014, -1.62300, -0.46715)  0.02
C (0.96473, -1.14651, -0.43736)  -0.18
C (1.18940, 0.04448, 0.46108)  -0.29
N (1.72912, 1.40191, 0.11769)  0.00
C (0.21015, 1.88364, 0.65272)  -0.06
C (-0.14346, 0.57075, 0.13984)  -0.35
H (-0.55068, -2.56431, -0.81918)  0.17
H (1.09778, -0.83016, -1.55947)  0.16
H (1.51324, -2.11516, -0.11250)  0.14
H (0.91694, 0.06946, 1.69143)  0.21
H (2.11248, 1.69495, -0.82837)  0.12
H (-0.06001, 2.86721, 0.13823)  0.13
H (0.36263, 1.77811, 1.84451)  0.14
H (-0.17239, 0.83257, -0.84526)  0.10

Computed properties:
- electronic energy (Eh) = -359.94880
- SMILES = [H]/N=C1/NC[C@H]2NC[C@H]12
- gap between HOMO and LUMO (eV) = 9.3
- net charge = 0

3.
Below is C5H9N3 in the gas phase at a distorted geometry, with properties calculated with ωB97M-V/def2-TZVPD.

Last column: Löwdin charge in e.
Element x y z (Å)
N (-0.47434, -2.72250, -0.41928)  -0.02
C (0.54108, -1.95487, -1.19678)  -0.28
C (0.17207, -0.48391, -1.30632)  -0.18
C (0.18343, 0.31177, -0.05462)  -0.32
C (-0.91076, 0.48135, 0.79459)  -0.05
N (-0.68115, 1.69145, 1.45925)  0.04
C (0.48642, 2.16981, 0.94235)  -0.21
N (1.05845, 1.35403, 0.09293)  0.10
H (-1.21930, -2.28775, 0.09893)  0.04
H (-0.95659, -3.30578, -1.09707)  0.05
H (1.46931, -1.91614, -0.55302)  0.11
H (0.74269, -2.56047, -2.08707)  0.11
H (-0.73088, -0.41785, -1.90527)  0.11
H (1.03338, -0.08103, -1.95842)  0.14
H (-1.65782, -0.18037, 1.18298)  0.10
H (-1.44327, 2.23942, 1.81452)  0.14
H (0.89228, 3.10768, 1.26952)  0.11

Computed properties:
- electronic energy (Eh) = -360.15514
- SMILES = NCCc1c[nH]cn1
- gap between HOMO and LUMO (eV) = 9.4
- net charge = 0

4.
Below is C5H9N3 in the gas phase at a distorted geometry, with properties calculated with ωB97M-V/def2-TZVPD.

Last column: Löwdin charge in e.
Element x y z (Å)
N (-0.26478, 1.26276, -0.17088)  0.12
C (-0.03969, 0.02464, -0.10708)  -0.42
N (-1.22802, -0.78208, -0.02378)  -0.05
C (-2.41879, -0.04356, -0.59061)  -0.10
C (-2.01157, -0.02943, 0.84620)  -0.20
N (1.19498, -0.75690, 0.12668)  0.03
C (2.33086, 0.13981, 0.67848)  -0.11
C (2.23308, -0.19220, -0.71341)  -0.22
H (0.48943, 1.87147, -0.11280)  0.04
H (-2.96509, -0.78597, -1.09501)  0.07
H (-2.08151, 0.71274, -1.45266)  0.14
H (-1.28686, 0.85394, 1.16372)  0.13
H (-2.70656, -0.50652, 1.57233)  0.11
H (2.94504, -0.41040, 1.27648)  0.06
H (2.07995, 1.17902, 1.10975)  0.13
H (2.00712, 0.52983, -1.63143)  0.16
H (3.03986, -0.90615, -1.03611)  0.11

Computed properties:
- electronic energy (Eh) = -359.98764
- SMILES = N=C(N1CC1)N1CC1
- gap between HOMO and LUMO (eV) = 10.4
- net charge = 0

5.
Below is C5H9N3 in the gas phase at a distorted geometry, with properties calculated with ωB97M-V/def2-TZVPD.

Last column: Löwdin charge in e.
Element x y z (Å)
H (-2.61337, -2.28669, -0.69766)  0.11
N (-1.55304, -2.12535, -1.08639)  0.06
C (-1.15671, -1.14613, -0.34869)  -0.28
N (0.03038, -0.38009, -0.28058)  -0.04
C (1.03428, -0.72513, -1.19871)  -0.23
C (2.32006, -0.47611, -1.16226)  -0.03
C (0.12892, 0.83554, 0.49507)  -0.40
C (-1.03354, 1.04485, 1.47431)  -0.09
N (0.90795, 1.89686, 0.35729)  0.08
H (1.03165, 2.73349, 1.10136)  0.12
H (-1.83684, -0.76372, 0.43728)  0.08
H (0.72997, -1.27516, -2.27399)  0.17
H (2.96872, 0.04032, -0.23958)  0.12
H (2.93326, -0.74663, -2.02751)  0.04
H (-0.52333, 1.44945, 2.50562)  0.12
H (-1.63201, 0.13217, 1.91987)  0.08
H (-1.73636, 1.79233, 1.02457)  0.09

Computed properties:
- electronic energy (Eh) = -360.04099
- SMILES = [H]/N=C/N(C=C)/C(C)=N/[H]
- gap between HOMO and LUMO (eV) = 9.5
- net charge = 0

6.
Below is C5H9N3O in the gas phase at a distorted geometry, with properties calculated with ωB97M-V/def2-TZVPD.

Last column: Löwdin charge in e.
Element x y z (Å)
C (-1.06629, -1.19209, -0.62404)  -0.23
C (-1.69993, -0.05320, -1.15157)  -0.09
C (0.63761, 0.90247, -0.40396)  -0.15
C (2.42766, -0.81817, -0.24665)  -0.05
C (-3.26391, 0.23240, 0.59213)  -0.04
N (0.18620, -1.41150, -0.40059)  0.02
N (1.05366, -0.35102, -0.36291)  -0.22
N (1.54417, 1.87069, -0.49103)  0.07
O (-2.73151, 0.55332, -0.70867)  -0.12
H (-1.65082, -2.11288, -0.61701)  0.12
H (2.38110, -1.86205, 0.04786)  0.08
H (2.94341, -0.74102, -1.20760)  0.09
H (2.97066, -0.24417, 0.50437)  0.08
H (-3.63776, -0.79203, 0.58906)  0.09
H (-4.07606, 0.92345, 0.79904)  0.09
H (-2.47919, 0.32936, 1.34020)  0.09
H (1.22617, 2.81954, -0.57108)  0.08
H (2.54304, 1.71509, -0.59599)  0.08

Computed properties:
- electronic energy (Eh) = -435.23391
- gap between HOMO and LUMO (eV) = 8.2
- net charge = 0

7.
Below is a molecular structure, C5H9N3O at a distorted geometry, with properties calculated with ωB97M-V/def2-TZVPD.

Last column: Löwdin charge in e.
Element x y z (Å)
C (-1.49665, 0.70081, 0.05965)  -0.55
C (-0.36509, -0.10507, -0.25596)  -0.37
C (0.93059, 0.54141, -0.25708)  -0.15
C (1.29322, -1.56944, -1.22893)  -0.20
C (-0.36264, -1.44781, -0.73596)  -0.16
H (0.06946, 2.84523, 2.21595)  0.16
H (-0.32764, 0.65281, 2.11038)  0.14
H (-2.48795, 1.37155, 1.46628)  0.19
H (0.80062, 1.82352, -0.05682)  0.20
H (3.15934, 0.17033, -0.78900)  0.29
H (1.38528, -1.44108, -2.51087)  0.13
H (2.01477, -2.75234, -1.06505)  0.17
H (-0.22455, -2.44717, 0.48257)  0.19
H (-1.49014, -1.86359, -1.70641)  0.24
N (-0.57813, 1.79338, 2.19924)  -0.09
N (-1.56851, 1.75488, 0.90456)  -0.04
N (1.92339, -0.27397, -0.58509)  -0.09
O (-2.67537, 0.24653, -0.24748)  -0.06

Computed properties:
- electronic energy (Eh) = -434.97873
- gap between HOMO and LUMO (eV) = 7.7
- net charge = 0

8.
Below is C5H9N3O in the gas phase at a distorted geometry, with properties calculated with ωB97M-V/def2-TZVPD.

Last column: Löwdin charge in e.
Element x y z (Å)
C (-1.39132, -2.22854, 0.18150)  -0.03
C (-0.48127, -1.02238, 0.22507)  -0.29
C (-0.77393, 0.29700, 0.38556)  -0.03
N (0.46063, 1.05357, 0.17631)  -0.07
C (0.62422, 2.37876, 0.73666)  -0.10
C (1.55118, -0.13183, 0.04664)  -0.19
N (2.87525, -0.09020, -0.01959)  -0.13
O (3.43335, -1.22751, -0.31257)  -0.23
N (0.82485, -1.17786, -0.27196)  0.13
H (-0.82235, -3.13528, 0.16745)  0.07
H (-2.05752, -2.21924, 1.00943)  0.06
H (-2.04352, -2.14516, -0.74186)  0.10
H (-1.72837, 0.75000, 0.44578)  0.11
H (1.34918, 2.51692, 1.59315)  0.10
H (0.91572, 3.09061, -0.11007)  0.09
H (-0.39481, 2.73424, 0.92434)  0.07
H (3.52575, 0.74516, -0.02094)  0.18
H (1.26164, -2.08468, -0.30680)  0.15

Computed properties:
- electronic energy (Eh) = -435.28493
- SMILES = Cc1cn(C)/c(=[NH+]/[O-])[nH]1
- gap between HOMO and LUMO (eV) = 7.5
- net charge = 0

9.
Below is C5H9N3O2 in the gas phase at a distorted geometry, with properties calculated with ωB97M-V/def2-TZVPD.

Last column: Löwdin charge in e.
Element x y z (Å)
C (-2.05623, -0.37429, 1.49491)  0.08
C (-1.48624, 0.53982, -0.80704)  -0.18
C (0.48048, -0.67605, -0.01728)  -0.23
C (1.67872, -0.48538, 0.90892)  -0.03
C (0.75407, 1.68279, -0.89834)  -0.03
N (-2.18596, 0.24746, 0.45419)  0.02
N (-0.01665, 0.44641, -0.69980)  -0.08
N (-0.20685, -1.83739, -0.03792)  -0.41
O (-0.99015, -2.01807, -1.01279)  0.00
O (0.08852, -2.72730, 0.77364)  0.00
H (-1.42698, -1.00617, 2.05686)  0.04
H (-1.90792, -0.09129, -1.69966)  0.16
H (-1.70620, 1.54185, -1.07756)  0.09
H (1.69887, -1.05472, 1.84956)  0.07
H (1.67074, 0.52403, 1.39568)  0.08
H (2.76619, -0.64338, 0.39395)  0.14
H (0.32670, 2.30190, -1.73766)  0.11
H (0.87362, 2.35287, -0.06783)  0.08
H (1.64528, 1.27690, -1.27182)  0.07

Computed properties:
- electronic energy (Eh) = -510.39243
- gap between HOMO and LUMO (spin up / spin down) (eV) = 6.2 / 8.4
- net charge = 0

10.
Below is 2 unconnected molecules or ions with the total composition C5H9N3S at a distorted geometry, with properties calculated with ωB97M-V/def2-TZVPD.

Last column: Löwdin charge in e.
Element x y z (Å)
C (-0.34851, -1.27128, 0.47415)  -0.07
C (-0.37527, 0.19629, 0.03919)  -0.40
N (-1.54140, 0.87805, 0.80598)  0.01
C (0.90010, 0.98058, 0.23738)  -0.14
C (1.61395, 1.73495, -0.58602)  -0.25
N (2.07057, 2.43490, -1.46986)  0.12
H (-0.24882, -1.36981, 1.49500)  0.04
H (-1.32940, -1.83639, 0.26417)  0.11
H (0.41789, -1.81308, 0.00323)  0.04
H (-0.69527, 0.23049, -0.99431)  0.12
H (-1.67488, 1.87115, 0.59853)  0.06
H (-1.20384, 1.00579, 1.77577)  0.06
H (1.51900, 0.68320, 1.07829)  0.04
H (2.84562, 1.87567, -2.04067)  0.11
N (3.19637, -0.32316, -1.56859)  0.11
C (3.44857, -0.57336, -0.40657)  -0.85
S (3.67111, -0.71356, 1.11389)  0.80
H (2.62248, -0.83682, -2.17341)  0.08

Computed properties:
- electronic energy (Eh) = -758.27949
- SMILES = C[C@@H](N)C=C=N.N=C=S
- gap between HOMO and LUMO (eV) = 8.8
- net charge = 0

11.
Below is C5H9N3S in the gas phase at a distorted geometry, with properties calculated with ωB97M-V/def2-TZVPD.

Last column: Löwdin charge in e.
Element x y z (Å)
C (0.76757, -3.81170, -2.63453)  -0.07
C (0.68924, -2.74723, -1.59397)  -0.17
C (1.49980, -1.73804, -1.52176)  -0.09
C (1.39967, -0.59024, -0.53667)  -0.08
N (0.20540, -0.10651, -0.28868)  0.09
N (0.20075, 0.92649, 0.68563)  -0.09
C (-0.85776, 1.53186, 1.04390)  -1.07
N (-1.99056, 1.08687, 0.46888)  0.01
S (-0.82727, 2.75981, 2.22014)  0.47
H (-0.03559, -3.95415, -3.28212)  0.05
H (1.80684, -3.71754, -3.28078)  0.15
H (0.72585, -4.63527, -2.01742)  0.04
H (0.07191, -2.70504, -0.84699)  0.05
H (2.44560, -1.54711, -2.26067)  0.15
H (2.07619, -0.10806, -0.18417)  0.00
H (1.21471, 1.41735, 1.12139)  0.23
H (-1.95251, 0.20113, -0.16431)  0.12
H (-3.01686, 1.67584, 0.79017)  0.22

Computed properties:
- electronic energy (Eh) = -758.19609
- SMILES = C/C=C/C=N/NC(N)=S
- gap between HOMO and LUMO (eV) = 8.1
- net charge = 0

12.
Below is a molecular structure, C5H9N3S at a distorted geometry, with properties calculated with ωB97M-V/def2-TZVPD.

Last column: Löwdin charge in e.
Element x y z (Å)
C (1.74079, 0.87833, -0.77876)  -0.25
C (1.89637, -0.74347, 0.60306)  -0.23
C (-1.29465, -0.04547, -1.38114)  -0.11
C (-1.24034, -0.80783, 1.02848)  -0.11
C (-0.84775, 0.24647, 0.02829)  -0.74
N (3.00193, 0.72008, -0.51017)  -0.01
N (3.09728, -0.31066, 0.35894)  -0.01
N (0.99198, -0.04634, -0.12566)  0.00
S (-1.08586, 1.92466, 0.50759)  0.86
H (1.33496, 1.63330, -1.42327)  0.10
H (1.66245, -1.55721, 1.25699)  0.10
H (-2.38172, -0.12289, -1.41334)  0.09
H (-0.87224, -0.99167, -1.71830)  0.09
H (-0.98320, 0.73841, -2.06806)  0.08
H (-0.90972, -1.78331, 0.67626)  0.09
H (-2.32529, -0.83315, 1.13144)  0.09
H (-0.80207, -0.62306, 2.00702)  0.08
H (-0.98292, 1.72381, 1.82064)  -0.11

Computed properties:
- electronic energy (Eh) = -758.31992
- gap between HOMO and LUMO (eV) = 9.6
- net charge = 0

13.
Below is 2 unconnected molecules or ions with the total composition C5H9N4 at a distorted geometry, with properties calculated with ωB97M-V/def2-TZVPD.

Last column: Löwdin charge in e.
Element x y z (Å)
C (-1.83491, -1.97071, -0.87157)  0.01
C (-0.69384, -2.71634, -0.62215)  -0.01
C (-1.49558, -0.65076, -0.62415)  0.03
C (0.54077, 0.47275, 0.13596)  -0.27
C (0.25707, 1.68295, 0.90430)  -0.31
N (0.26986, -1.87239, -0.24281)  0.13
N (-0.21020, -0.61423, -0.23388)  -0.03
N (0.60330, 2.93435, 0.42375)  0.09
N (1.22525, 0.60575, 1.33219)  0.15
H (-2.79066, -2.33800, -1.18246)  0.12
H (-0.53426, -3.77450, -0.69376)  0.14
H (-2.09798, 0.23358, -0.68854)  0.15
H (1.87735, 1.02106, -1.48979)  0.15
H (-0.61518, 1.69668, 1.55266)  0.15
H (1.38247, 2.95189, -0.22181)  0.07
H (0.66998, 3.65871, 1.12499)  0.10
H (1.22424, -2.07702, 0.02881)  0.20
H (2.22231, 0.75621, 1.36826)  0.12

Computed properties:
- electronic energy (Eh) = -414.46379
- gap between HOMO and LUMO (spin up / spin down) (eV) = 8.2 / 7.4
- 2S+1 = 3
- net charge = +1

14.
Below is a gas-phase ion, C5H9N4S (charge +1) at a distorted geometry, with properties calculated with ωB97M-V/def2-TZVPD.

Last column: Löwdin charge in e.
Element x y z (Å)
C (3.40899, 1.03509, 0.00762)  -0.37
S (1.63602, 1.38120, -0.00767)  0.89
C (0.96655, -0.22597, -0.00623)  -0.49
C (1.58407, -1.49569, -0.00125)  -0.12
N (0.68251, -2.44781, 0.00049)  0.06
N (-0.50962, -1.87464, -0.00221)  0.04
C (-0.40023, -0.51593, -0.00723)  -0.29
N (-1.43307, 0.40231, -0.00947)  0.15
C (-2.72470, 0.18803, 0.00336)  -0.09
N (-3.61935, 1.16135, 0.00019)  0.19
H (3.90326, 2.00194, 0.02097)  0.04
H (3.67840, 0.49028, -0.89196)  0.05
H (3.65926, 0.47534, 0.90355)  0.05
H (2.62594, -1.73798, 0.00032)  0.12
H (-1.33058, -2.45903, -0.00544)  0.16
H (-1.08991, 1.36244, -0.02167)  0.16
H (-3.08830, -0.83102, 0.01837)  0.17
H (-4.60592, 0.95709, 0.01136)  0.14
H (-3.34331, 2.13299, -0.01309)  0.14

Computed properties:
- electronic energy (Eh) = -812.87847
- SMILES = CSc1cn[nH]c1/[NH+]=C/N
- gap between HOMO and LUMO (eV) = 7.4
- net charge = +1